(1)
The following is a quantum chemistry calculation of C30H28Br54N2O as an isolated structure at a distorted geometry, from the Open Molecules 2025 dataset.

Calculated values
- Kohn-Sham gap: 9.0 eV
- E_LUMO: -0.544 eV
- Maximum force: 0.0320 Eh/bohr
- Total energy: -140341.18898 a.u.

Atoms and positions in Å:
N1 -1.672 1.686 0.452
C1 -1.132 2.687 0.600
C2 -0.388 3.936 0.848
C3 0.861 3.767 1.764
C4 1.770 4.876 1.399
N2 2.376 5.809 1.115
C5 1.646 2.426 1.612
C6 1.446 1.434 2.769
O1 2.180 1.422 3.722
C7 0.308 0.430 2.666
C8 0.370 -0.542 1.675
C9 -0.665 -1.445 1.563
C10 -1.748 -1.383 2.420
C11 -1.795 -0.439 3.420
C12 -0.758 0.474 3.543
H1 -0.055 4.379 -0.083
H2 -1.031 4.686 1.318
H3 0.611 3.924 2.827
H4 2.705 2.693 1.636
H5 1.479 1.946 0.644
H6 1.240 -0.564 1.026
H7 -0.665 -2.218 0.794
H8 -2.551 -2.098 2.281
H9 -2.619 -0.389 4.121
H10 -0.817 1.198 4.343
C13 -2.407 -3.008 -2.000
Br1 -2.965 -4.405 -0.793
Br2 -3.040 -1.284 -1.433
Br3 -0.504 -3.006 -2.269
H11 -2.865 -3.220 -2.959
C14 1.343 -5.658 0.025
Br4 0.772 -7.050 1.225
Br5 0.708 -3.930 0.592
Br6 3.255 -5.697 -0.212
H12 0.895 -5.862 -0.940
C15 3.305 -8.835 3.525
Br7 3.853 -7.676 4.964
Br8 4.766 -9.232 2.339
Br9 2.455 -10.434 4.181
H13 2.567 -8.294 2.953
C16 -0.390 5.619 5.608
Br10 -2.193 6.026 6.143
Br11 -0.219 3.808 4.968
Br12 0.276 6.877 4.313
H14 0.231 5.706 6.489
C17 -1.556 3.499 -3.689
Br13 -1.987 3.872 -1.850
Br14 -0.017 4.515 -4.259
Br15 -1.326 1.616 -3.995
H15 -2.392 3.823 -4.294
C18 -3.009 -1.313 -6.196
Br16 -1.180 -1.392 -5.586
Br17 -3.576 -2.970 -6.995
Br18 -4.198 -0.765 -4.785
H16 -3.053 -0.555 -6.966
C19 1.880 3.972 -6.552
Br19 0.850 4.289 -8.150
Br20 2.199 2.098 -6.264
Br21 3.529 4.963 -6.518
H17 1.281 4.322 -5.723
C20 -6.456 -6.172 -2.068
Br22 -8.305 -6.013 -1.561
Br23 -6.090 -7.855 -2.931
Br24 -5.886 -4.685 -3.149
H18 -5.872 -6.146 -1.159
C21 -2.539 5.471 -6.845
Br25 -3.396 3.925 -6.073
Br26 -2.727 5.501 -8.760
Br27 -3.156 7.106 -6.037
H19 -1.482 5.387 -6.632
C22 6.494 3.941 -3.764
Br28 4.683 3.943 -3.119
Br29 6.891 2.313 -4.710
Br30 6.882 5.499 -4.833
H20 7.140 3.978 -2.899
C23 0.429 10.560 6.723
Br31 1.190 10.543 4.954
Br32 -1.426 11.082 6.692
Br33 0.676 8.882 7.638
H21 0.962 11.309 7.289
C24 6.845 1.172 -9.131
Br34 7.332 -0.431 -8.175
Br35 5.548 2.203 -8.154
Br36 8.391 2.223 -9.592
H22 6.381 0.863 -10.056
C25 1.462 -6.545 7.773
Br37 0.545 -8.232 7.639
Br38 0.533 -5.152 6.822
Br39 1.797 -6.061 9.607
H23 2.423 -6.669 7.295
C26 7.173 -4.864 0.364
Br40 6.180 -4.803 2.013
Br41 9.066 -4.690 0.670
Br42 6.768 -6.449 -0.660
H24 6.865 -4.015 -0.229
C27 -7.986 -6.407 -6.092
Br43 -9.836 -6.250 -5.584
Br44 -7.623 -8.091 -6.953
Br45 -7.412 -4.917 -7.170
H25 -7.403 -6.384 -5.181
C28 2.829 -1.752 -4.187
Br46 3.254 -3.321 -3.153
Br47 1.515 -0.653 -3.306
Br48 4.387 -0.721 -4.639
H26 2.389 -2.088 -5.115
C29 -3.038 -9.830 8.012
Br49 -4.811 -10.526 7.728
Br50 -2.807 -9.174 9.807
Br51 -1.686 -11.122 7.548
H27 -2.914 -8.987 7.346
C30 -4.405 12.762 8.472
Br52 -5.565 11.223 8.499
Br53 -5.124 14.175 7.379
Br54 -3.993 13.374 10.250
H28 -3.473 12.454 8.019

=====

(2)
The following is a quantum chemistry calculation of a 2-piece molecular cluster, C5H10O3 overall, from the Open Molecules 2025 dataset.

Calculated values
- Kohn-Sham gap: 10.7 eV
- E_LUMO: 0.552 eV
- Structure (SMILES): CC(=O)C(=O)O.CC
- Maximum force: 0.0159 Eh/bohr
- Total energy: -422.23152 a.u.
- Relative energy (zero: lowest compared OMol25 entry of this formula, charge and spin): 65.8 kJ/mol

Atoms and positions in Å:
C1 2.782 -0.519 0.938
C2 1.427 -0.729 0.331
O1 0.572 -1.445 0.770
C3 1.238 0.060 -0.975
O2 1.259 -0.418 -2.074
O3 1.079 1.358 -0.725
H1 2.821 -0.964 1.932
H2 3.523 -1.003 0.295
H3 3.016 0.546 0.983
H4 0.918 1.862 -1.550
C4 -2.249 0.759 0.466
C5 -2.403 -0.447 -0.447
H5 -2.515 1.689 -0.064
H6 -1.234 0.833 0.833
H7 -2.911 0.673 1.326
H8 -3.433 -0.541 -0.787
H9 -2.127 -1.357 0.079
H10 -1.765 -0.358 -1.330

=====

(3)
The following is a quantum chemistry calculation of C16H32O as an isolated structure at a distorted geometry, from the Open Molecules 2025 dataset.

Calculated values
- Kohn-Sham gap: 9.8 eV
- E_LUMO: 0.872 eV
- Maximum force: 0.3348 Eh/bohr
- Total energy: -703.47664 a.u.
- Relative energy (zero: lowest compared OMol25 entry of this formula, charge and spin): 1599.8 kJ/mol

Atoms and positions in Å:
C1 -5.423 -3.044 -0.764
C2 -4.995 -1.879 0.064
C3 -3.483 -1.571 0.173
C4 -3.206 -0.611 1.183
C5 -3.739 0.650 0.720
C6 -3.365 1.282 -0.433
C7 -1.883 1.304 -0.509
C8 -1.124 2.388 0.192
C9 0.317 2.634 -0.113
C10 1.282 1.324 0.163
C11 2.659 1.870 -0.063
C12 3.493 0.537 0.029
C13 5.090 0.556 -0.263
C14 6.014 -0.347 0.208
C15 5.681 -1.686 -0.807
C16 4.563 -2.589 0.038
O1 4.338 -2.748 1.115
H1 4.144 -3.307 -0.744
H2 5.513 -1.284 -1.760
H3 6.554 -2.254 -0.640
H4 5.839 -0.711 1.131
H5 6.908 -0.027 0.160
H6 5.180 1.130 -1.146
H7 5.313 1.646 0.625
H8 3.248 -0.193 -0.765
H9 3.574 0.114 1.150
H10 3.056 2.284 0.587
H11 2.879 2.193 -1.138
H12 0.840 0.545 -0.398
H13 1.158 0.958 1.263
H14 0.468 3.068 -1.100
H15 0.718 3.379 0.503
H16 -1.143 1.998 1.343
H17 -1.646 3.201 0.286
H18 -1.408 0.362 -0.586
H19 -1.551 1.989 -1.653
H20 -3.693 2.383 -0.773
H21 -3.738 0.774 -1.012
H22 -4.875 0.875 0.908
H23 -3.546 1.635 1.754
H24 -3.584 -0.933 2.348
H25 -2.313 -0.484 1.543
H26 -3.322 -1.463 -0.749
H27 -3.236 -2.743 0.550
H28 -5.718 -0.906 -0.405
H29 -5.419 -2.117 1.045
H30 -4.963 -4.074 -0.414
H31 -6.418 -3.323 -0.898
H32 -5.039 -2.783 -1.947

=====

(4)
The following is a quantum chemistry calculation of C7H13NO as an isolated structure at a distorted geometry, from the Open Molecules 2025 dataset.

Calculated values
- Kohn-Sham gap (spin up / spin down): 8.2 / 8.2 eV
- E_LUMO (spin up / spin down): 0.065 / 0.065 eV
- Maximum force: 0.0369 Eh/bohr
- Total energy: -404.36261 a.u.
- Relative energy (zero: lowest compared OMol25 entry of this formula, charge and spin): 432.8 kJ/mol

Atoms and positions in Å:
C1 0.334 -0.328 1.436
C2 -1.156 -0.425 -0.860
C3 1.346 0.721 -0.694
C4 -2.566 -0.347 -0.294
C5 2.478 1.545 -0.078
C6 0.112 0.707 0.219
C7 -0.177 -1.504 0.826
N1 -0.317 -2.692 0.731
O1 -0.499 1.751 0.499
H1 -0.812 -3.163 -0.021
H2 1.366 -0.434 1.778
H3 -0.323 -0.010 2.246
H4 -1.043 0.340 -1.628
H5 -0.956 -1.352 -1.408
H6 1.677 -0.301 -0.901
H7 1.042 1.169 -1.641
H8 -2.820 -1.200 0.342
H9 -2.664 0.564 0.301
H10 -3.319 -0.308 -1.086
H11 2.135 2.559 0.126
H12 2.833 1.116 0.862
H13 3.331 1.592 -0.757

=====

(5)
The following is a quantum chemistry calculation of a 2-piece molecular cluster, C3H9ClN2 overall at a distorted geometry, from the Open Molecules 2025 dataset.

Calculated values
- Kohn-Sham gap (spin up / spin down): 9.3 / 8.5 eV
- E_LUMO (spin up / spin down): 0.130 / -0.499 eV
- Maximum force: 0.0578 Eh/bohr
- Total energy: -689.20852 a.u.
- Relative energy (zero: lowest compared OMol25 entry of this formula, charge and spin): 488.2 kJ/mol

Atoms and positions in Å:
C1 -0.764 1.205 -1.133
C2 -0.816 -1.166 -1.174
C3 1.675 0.198 1.677
N1 -0.063 0.029 -0.912
N2 0.298 0.392 1.593
Cl1 -0.543 -1.065 2.077
H1 -0.072 1.947 -0.981
H2 -1.064 1.217 -2.251
H3 -1.672 1.410 -0.511
H4 -0.887 -1.844 -0.367
H5 -1.860 -0.840 -1.246
H6 -0.458 -1.866 -1.868
H7 2.093 1.218 1.587
H8 2.051 -0.399 2.638
H9 2.082 -0.437 0.871

=====

(6)
The following is a quantum chemistry calculation of C26H40BLaN10 as an isolated structure at a distorted geometry, from the Open Molecules 2025 dataset.

Calculated values
- Kohn-Sham gap: 7.6 eV
- E_LUMO: -5.570 eV
- Maximum force: 0.0765 Eh/bohr
- Charge: +2
- Total energy: -1618.42334 a.u.
- Relative energy (zero: lowest compared OMol25 entry of this formula, charge and spin): 136.9 kJ/mol

Atoms and positions in Å:
La1 -10.617 -12.403 10.619
C1 -13.411 -11.885 12.015
C2 -13.156 -13.225 12.723
N1 -12.040 -14.005 12.123
C3 -12.493 -15.233 11.368
C4 -12.617 -15.086 9.855
C5 -13.446 -15.939 9.135
C6 -13.569 -15.760 7.746
C7 -12.872 -14.711 7.141
C8 -12.017 -13.926 7.907
C9 -11.364 -12.699 7.298
N2 -11.442 -11.562 8.238
C10 -12.872 -10.997 8.339
C11 -13.340 -10.764 9.803
N3 -13.228 -11.986 10.584
N4 -11.875 -14.126 9.247
H1 -12.765 -11.119 12.518
H2 -14.462 -11.550 12.224
H3 -14.120 -13.810 12.619
H4 -12.958 -13.059 13.791
H5 -11.461 -14.323 12.934
H6 -13.528 -15.573 11.687
H7 -11.842 -16.137 11.613
H8 -13.922 -16.792 9.637
H9 -14.246 -16.439 7.220
H10 -13.051 -14.477 6.119
H11 -11.888 -12.494 6.416
H12 -10.303 -12.859 7.049
H13 -10.781 -10.826 7.880
H14 -13.566 -11.715 7.908
H15 -13.031 -10.043 7.787
H16 -14.383 -10.382 9.833
H17 -12.696 -9.995 10.318
H18 -13.895 -12.687 10.196
C12 -8.658 -15.679 8.988
C13 -7.881 -14.412 9.158
C14 -6.588 -14.014 8.757
C15 -6.422 -12.687 9.253
C16 -5.303 -11.775 9.044
N5 -7.501 -12.344 9.996
N6 -8.507 -13.336 9.743
B1 -7.409 -11.484 11.346
N7 -8.387 -10.217 11.374
N8 -9.530 -10.094 10.501
C17 -9.936 -8.774 10.564
C18 -10.954 -8.214 9.655
C19 -9.106 -8.119 11.548
C20 -8.112 -9.039 11.947
C21 -7.011 -8.765 12.846
N9 -7.818 -12.303 12.598
N10 -8.875 -13.276 12.519
C22 -8.652 -14.159 13.560
C23 -9.318 -15.490 13.718
C24 -7.628 -13.588 14.399
C25 -7.161 -12.404 13.744
C26 -6.060 -11.537 14.234
H19 -8.495 -16.371 9.818
H20 -9.705 -15.369 8.971
H21 -8.438 -16.214 8.094
H22 -5.896 -14.603 8.177
H23 -4.599 -12.260 8.284
H24 -5.666 -10.801 8.695
H25 -4.697 -11.608 9.978
H26 -6.315 -11.100 11.452
H27 -11.251 -8.978 8.952
H28 -11.824 -7.929 10.266
H29 -10.617 -7.310 9.161
H30 -9.201 -7.120 11.914
H31 -7.116 -9.162 13.881
H32 -6.025 -8.894 12.411
H33 -7.051 -7.679 13.024
H34 -9.868 -15.761 12.833
H35 -8.533 -16.246 13.860
H36 -9.983 -15.556 14.586
H37 -7.356 -13.825 15.429
H38 -5.610 -12.138 15.019
H39 -5.339 -11.335 13.444
H40 -6.362 -10.559 14.693

=====

(7)
The following is a quantum chemistry calculation of C4H5N3O in the gas phase at a distorted geometry, from the Open Molecules 2025 dataset.

Calculated values
- Kohn-Sham gap: 9.3 eV
- E_LUMO: 0.491 eV
- Structure (SMILES): C=Cc1ncnn1O
- Maximum force: 0.1451 Eh/bohr
- Total energy: -394.76653 a.u.
- Relative energy (zero: lowest compared OMol25 entry of this formula, charge and spin): 527.8 kJ/mol

Atoms and positions in Å:
C1 1.609 -1.936 -0.975
C2 1.562 -0.720 -0.354
C3 0.522 0.264 -0.122
N1 0.608 1.498 0.099
C4 -0.495 1.958 0.433
N2 -1.471 1.005 0.398
N3 -0.802 -0.102 0.252
O1 -1.328 -1.381 0.174
H1 2.560 -2.322 -1.376
H2 0.725 -2.410 -0.809
H3 2.548 -0.113 -0.016
H4 -0.664 3.098 0.803
H5 -2.077 -1.402 0.880

=====

(8)
The following is a quantum chemistry calculation of C4H4OS3 in the gas phase at a distorted geometry, from the Open Molecules 2025 dataset.

Calculated values
- Kohn-Sham gap: 8.1 eV
- E_LUMO: -0.955 eV
- Structure (SMILES): CC(=S)C(=O)C(=S)S
- Maximum force: 0.1056 Eh/bohr
- Total energy: -1424.53009 a.u.
- Relative energy (zero: lowest compared OMol25 entry of this formula, charge and spin): 194.4 kJ/mol

Atoms and positions in Å:
C1 -1.824 0.442 -0.671
C2 -0.956 -0.024 0.366
S1 -1.283 -0.362 1.882
C3 0.219 -0.651 -0.038
O1 0.289 -1.567 -0.753
C4 1.557 0.113 0.326
S2 1.744 1.701 0.480
S3 2.723 -1.107 0.719
H1 -1.933 -0.370 -1.378
H2 -2.811 0.641 -0.601
H3 -1.371 1.213 -1.205
H4 3.647 -0.028 0.873

=====

(9)
The following is a quantum chemistry calculation of C15H17N3O2 as an isolated structure at a distorted geometry, from the Open Molecules 2025 dataset.

Calculated values
- Kohn-Sham gap: 7.3 eV
- E_LUMO: -1.199 eV
- Maximum force: 0.1309 Eh/bohr
- Total energy: -896.37180 a.u.
- Relative energy (zero: lowest compared OMol25 entry of this formula, charge and spin): 528.5 kJ/mol

Atoms and positions in Å:
C1 -0.415 -5.134 -1.790
O1 0.315 -4.796 -0.596
C2 0.134 -3.554 -0.077
C3 0.983 -3.187 0.994
C4 0.947 -1.901 1.487
C5 0.009 -0.977 0.998
C6 0.016 0.433 1.517
C7 -1.116 0.787 2.346
C8 -1.112 1.917 3.177
N1 -1.044 2.877 3.854
C9 -2.333 0.093 2.233
N2 -3.337 -0.506 2.125
C10 -0.887 -1.354 -0.011
C11 -0.828 -2.632 -0.562
H1 -0.072 -6.142 -2.011
H2 -1.500 -5.127 -1.611
H3 -0.170 -4.452 -2.618
H4 1.657 -3.936 1.410
H5 1.648 -1.552 2.249
H6 1.001 0.717 1.906
H7 -1.607 -0.631 -0.407
H8 -1.540 -2.927 -1.341
C12 0.174 4.225 -0.804
C13 0.078 3.220 0.339
N3 0.291 1.902 -0.159
C14 1.251 1.570 -1.178
C15 1.253 2.669 -2.234
O2 1.302 3.956 -1.624
H9 -0.771 4.140 -1.374
H10 0.315 5.248 -0.437
H11 0.789 3.461 1.150
H12 -0.933 3.253 0.770
H13 -0.161 1.117 0.379
H14 2.261 1.431 -0.751
H15 0.941 0.621 -1.638
H16 2.136 2.629 -2.884
H17 0.326 2.543 -2.827

=====

(10)
The following is a quantum chemistry calculation of a 2-piece molecular cluster, C5H10O overall, from the Open Molecules 2025 dataset.

Calculated values
- Kohn-Sham gap: 9.8 eV
- E_LUMO: 0.902 eV
- Structure (SMILES): C=C(C)O.C=C
- Maximum force: 0.0059 Eh/bohr
- Total energy: -271.69338 a.u.
- Relative energy (zero: lowest compared OMol25 entry of this formula, charge and spin): 155.5 kJ/mol

Atoms and positions in Å:
C1 -2.461 -0.157 -0.334
C2 -1.411 -0.076 0.485
C3 -0.714 1.188 0.877
O1 -0.828 -1.159 1.082
H1 -2.927 -1.108 -0.582
H2 -2.882 0.739 -0.774
H3 0.334 1.152 0.562
H4 -0.734 1.301 1.967
H5 -1.194 2.056 0.418
H6 -1.328 -1.950 0.839
C4 2.771 0.057 -0.288
C5 1.889 -0.661 -0.976
H7 3.512 0.685 -0.777
H8 2.785 0.045 0.800
H9 1.144 -1.271 -0.469
H10 1.867 -0.653 -2.063